# 1
Molecular formula: C8H21NO2P
Method: DFT, the ωB97M-V functional and the def2-TZVPD basis

Output
E_LUMO (spin up / spin down)   -2.761 / -7.230 eV
Kohn-Sham gap (spin up / spin down)   7.21 / 6.66 eV
E_tot   -23500.3101 eV
Charge   +1
Spin multiplicity   3

Each line ends with the Löwdin spin population.
Element x y z (Å)
C (1.838, -0.262, -0.665)  0.07
C (1.049, -3.615, 0.568)  0.10
C (0.873, -1.773, 2.539)  0.08
C (-2.429, 1.471, -1.950)  0.04
C (-2.172, 1.251, 0.649)  0.03
C (0.618, 0.176, -1.462)  0.06
C (0.548, -2.403, 1.215)  0.61
C (-1.672, 0.819, -0.763)  0.04
N (-0.253, 0.964, -0.635)  0.44
O (1.478, 3.048, -1.134)  0.04
O (0.836, 2.267, 1.287)  0.07
P (0.164, 2.581, -0.204)  0.18
H (1.545, -0.940, 0.226)  0.02
H (2.545, -0.876, -1.239)  0.00
H (2.408, 0.694, -0.274)  0.00
H (0.505, -4.583, 0.926)  0.04
H (1.025, -3.519, -0.490)  0.01
H (2.159, -3.778, 0.854)  0.00
H (0.042, -2.302, 3.174)  0.05
H (0.460, -0.761, 2.507)  0.01
H (1.864, -1.990, 3.064)  0.00
H (-1.856, 1.313, -2.821)  0.00
H (-3.367, 0.991, -2.004)  0.00
H (-2.657, 2.505, -1.925)  0.00
H (-2.281, 0.366, 1.309)  0.00
H (-3.209, 1.702, 0.629)  0.00
H (-1.518, 1.945, 1.086)  0.01
H (0.061, -0.629, -1.870)  0.00
H (1.018, 0.951, -2.259)  0.04
H (-0.529, -2.081, 0.887)  0.02
H (-1.913, -0.238, -0.882)  0.01
H (1.399, 3.638, -1.842)  0.00
H (1.420, 3.067, 1.505)  0.00

=====

# 2
Molecular formula: C8H21NO5P
Method: DFT, the ωB97M-V functional and the def2-TZVPD basis

Output
E_LUMO   2.449 eV
Kohn-Sham gap   5.77 eV
E_tot   -29649.4574 eV
Charge   -1

Each line ends with the Mulliken charge.
Element x y z (Å)
N (4.934, 0.229, 3.084)  -0.55
C (4.711, -0.249, 1.666)  -0.29
C (3.913, 0.801, 0.693)  -0.36
C (2.954, 1.881, 1.468)  -0.88
P (1.255, 1.205, 2.022)  -0.20
O (0.382, 1.577, 0.522)  -0.48
C (0.142, 0.339, -0.284)  0.09
C (0.284, -0.904, 0.825)  -0.52
O (1.500, -0.470, 1.587)  -0.43
H (5.893, 0.015, 3.441)  0.19
H (4.208, -0.160, 3.727)  0.23
H (4.028, -1.227, 1.729)  0.07
H (5.702, -0.558, 1.103)  0.32
H (4.753, 1.440, 0.136)  0.37
H (3.324, 0.251, -0.187)  0.02
H (3.541, 2.356, 2.372)  0.37
H (2.776, 2.780, 0.703)  0.30
H (0.016, 0.950, 2.756)  0.06
H (0.957, 2.600, 2.336)  0.02
H (1.909, 1.110, 3.331)  0.04
H (-0.965, 0.186, -0.657)  -0.12
H (0.956, 0.264, -1.122)  0.22
H (-0.630, -0.901, 1.560)  0.29
H (0.632, -1.937, 0.366)  0.24
C (-5.908, -2.993, -2.982)  -0.62
O (-4.849, -2.144, -3.421)  -0.30
C (-4.770, -0.962, -2.759)  0.77
O (-5.507, -0.595, -1.857)  -0.54
O (-3.729, -0.260, -3.273)  -0.29
C (-3.524, 1.014, -2.667)  -0.59
H (-5.877, -3.908, -3.579)  0.22
H (-5.774, -3.264, -1.930)  0.29
H (-6.879, -2.512, -3.139)  0.28
H (-3.295, 0.904, -1.603)  0.27
H (-4.399, 1.656, -2.812)  0.28
H (-2.667, 1.487, -3.156)  0.23

=====

# 3
Molecular formula: C8H21NSi
Method: DFT, the ωB97M-V functional and the def2-TZVPD basis

Output
E_LUMO (spin up / spin down)   -0.374 / 0.048 eV
Kohn-Sham gap (spin up / spin down)   8.59 / 6.92 eV
Relative energy (zero: lowest compared OMol25 entry of this formula, charge and spin)   5.232 eV
E_tot   -17999.7313 eV

Each line ends with the Mulliken charge.
Element x y z (Å)
C (1.745, -0.036, -1.309)  -1.34
C (2.350, 1.568, 0.387)  -1.46
C (-2.905, -0.344, 0.882)  -1.91
C (-2.185, 0.538, -1.331)  -1.70
C (-1.349, -1.725, -0.496)  -2.08
C (2.593, -2.578, 1.207)  -0.86
C (1.227, 1.107, -0.473)  0.57
C (-1.785, -0.311, -0.094)  2.09
N (-0.571, 2.165, 1.329)  -0.34
Si (-0.260, 0.525, 0.716)  -0.33
H (2.805, 0.124, -1.601)  0.39
H (1.989, -0.990, -0.734)  0.06
H (1.265, -0.190, -2.194)  0.46
H (2.879, 0.840, 0.937)  0.30
H (2.025, 2.354, 1.210)  0.34
H (2.959, 2.333, -0.156)  0.40
H (-2.804, -1.030, 1.688)  0.44
H (-3.008, 0.624, 1.325)  0.45
H (-3.972, -0.656, 0.573)  0.32
H (-3.082, 1.091, -1.205)  0.39
H (-2.304, -0.128, -2.149)  0.44
H (-1.474, 1.246, -1.681)  0.35
H (-2.205, -2.303, -1.058)  0.33
H (-0.678, -1.637, -1.220)  0.64
H (-1.014, -2.352, 0.231)  0.49
H (3.586, -2.792, 1.816)  0.22
H (2.400, -3.298, 0.496)  0.35
H (2.293, -1.495, 1.193)  0.25
H (1.047, 1.964, -1.173)  0.35
H (-1.406, 2.338, 1.856)  0.19
H (-0.161, 3.051, 1.027)  0.20

=====

# 4
Molecular formula: C8H22AuClEuSi
Method: DFT, the ωB97M-V functional and the def2-TZVPD basis

Output
E_LUMO (spin up / spin down)   2.937 / 1.882 eV
Kohn-Sham gap (spin up / spin down)   7.09 / 6.24 eV
Relative energy (zero: lowest compared OMol25 entry of this formula, charge and spin)   0.081 eV
E_tot   -52071.0349 eV
Charge   -1
Spin multiplicity   9

Each line ends with the Löwdin spin population.
Element x y z (Å)
Eu (1.482, -0.430, -2.688)  6.18
Cl (-0.194, -2.289, -2.065)  -0.01
C (3.753, -1.250, -3.106)  -0.02
C (0.978, -0.462, -5.123)  -0.03
H (3.786, -0.848, -4.134)  0.00
H (4.596, -0.959, -2.471)  0.00
H (3.547, -2.333, -3.102)  0.00
H (1.958, -0.247, -5.578)  0.00
H (0.153, 0.190, -5.433)  0.00
H (0.718, -1.537, -5.168)  0.00
Au (0.353, -0.080, 0.107)  0.49
C (1.870, -1.565, 0.355)  0.33
C (0.607, 1.446, -1.325)  0.58
H (2.719, -1.515, -0.335)  0.03
H (2.192, -1.369, 1.385)  0.02
H (1.388, -2.540, 0.290)  0.02
H (-0.400, 1.841, -1.601)  0.06
H (1.244, 2.216, -0.848)  0.04
C (-3.116, -0.039, 3.644)  0.01
Si (-1.844, 0.672, 2.445)  0.03
C (-2.562, 2.161, 1.549)  0.00
C (-0.320, 1.220, 3.399)  0.00
C (-1.381, -0.651, 1.206)  0.23
H (-3.387, 0.687, 4.428)  0.00
H (-2.716, -0.942, 4.132)  0.00
H (-4.032, -0.319, 3.101)  0.00
H (-2.766, 2.978, 2.260)  0.00
H (-1.863, 2.525, 0.782)  0.00
H (-3.507, 1.889, 1.058)  0.00
H (0.149, 0.356, 3.894)  0.00
H (0.422, 1.677, 2.726)  0.00
H (-0.592, 1.956, 4.173)  0.00
H (-2.119, -0.812, 0.404)  0.02
H (-1.115, -1.625, 1.639)  0.02

=====

# 5
Molecular formula: C8H22B2O27
Method: DFT, the ωB97M-V functional and the def2-TZVPD basis

Output
E_LUMO   2.858 eV
Kohn-Sham gap   8.62 eV
Relative energy (zero: lowest compared OMol25 entry of this formula, charge and spin)   2.443 eV
E_tot   -65302.8344 eV
Charge   -2

Each line ends with the Mulliken charge.
Element x y z (Å)
O (-13.178, 35.752, -1.750)  -0.66
C (-13.886, 34.752, -1.680)  0.66
O (-14.985, 34.592, -2.281)  -0.50
B (-15.595, 33.314, -1.848)  1.11
O (-14.537, 32.604, -1.104)  -0.53
C (-13.613, 33.520, -0.783)  0.59
O (-12.591, 33.333, -0.104)  -0.64
O (-16.012, 32.491, -2.995)  -0.50
C (-17.330, 32.264, -3.047)  0.55
O (-17.953, 31.716, -3.940)  -0.62
C (-17.905, 32.837, -1.710)  0.63
O (-16.889, 33.410, -1.105)  -0.45
O (-19.087, 32.892, -1.370)  -0.64
O (-16.676, 36.583, 5.493)  -0.61
C (-15.516, 36.323, 5.283)  0.64
O (-14.561, 36.217, 6.271)  -0.42
B (-13.221, 36.311, 5.589)  1.04
O (-13.529, 36.178, 4.143)  -0.52
C (-14.842, 36.269, 3.957)  0.61
O (-15.405, 36.164, 2.853)  -0.68
O (-12.508, 37.560, 5.848)  -0.54
C (-11.248, 37.335, 6.158)  0.56
O (-10.444, 38.216, 6.453)  -0.69
C (-11.022, 35.817, 6.164)  0.71
O (-12.291, 35.301, 6.020)  -0.45
O (-10.058, 35.097, 6.370)  -0.65
O (-9.378, 42.393, 5.889)  -0.66
H (-9.476, 42.329, 4.939)  0.32
H (-9.798, 41.603, 6.228)  0.34
O (-15.800, 35.973, 10.110)  -0.62
H (-15.267, 35.427, 10.688)  0.30
H (-15.174, 36.570, 9.699)  0.32
O (-21.890, 37.725, 3.821)  -0.67
H (-21.474, 36.927, 3.496)  0.34
H (-21.178, 38.221, 4.224)  0.32
O (-19.314, 40.046, 6.202)  -0.63
H (-18.869, 40.732, 6.700)  0.30
H (-18.633, 39.395, 6.029)  0.34
O (-6.524, 33.086, 8.721)  -0.66
H (-7.116, 33.308, 8.002)  0.33
H (-6.353, 33.920, 9.157)  0.33
O (-15.672, 31.493, 2.751)  -0.59
H (-15.651, 31.951, 1.910)  0.33
H (-15.170, 30.692, 2.600)  0.27
O (-11.392, 38.483, 10.614)  -0.60
H (-11.189, 38.013, 11.423)  0.30
H (-10.602, 38.991, 10.427)  0.30
O (-7.250, 36.332, 10.510)  -0.63
H (-7.843, 36.807, 9.929)  0.33
H (-7.792, 36.095, 11.264)  0.31
O (-19.735, 35.052, 2.007)  -0.62
H (-19.962, 35.591, 1.249)  0.30
H (-18.778, 35.056, 2.025)  0.32
O (-17.953, 32.380, 5.379)  -0.64
H (-17.383, 32.231, 4.624)  0.31
H (-18.456, 33.161, 5.150)  0.31
O (-11.546, 31.381, 4.932)  -0.66
H (-11.848, 32.234, 5.244)  0.35
H (-11.877, 31.322, 4.036)  0.31

=====

# 6
Molecular formula: C8H22ClFeN2O4
Method: DFT, the ωB97M-V functional and the def2-TZVPD basis

Output
E_LUMO (spin up / spin down)   -3.730 / -3.910 eV
Kohn-Sham gap (spin up / spin down)   8.68 / 8.50 eV
E_tot   -66727.3858 eV
Charge   +1
Spin multiplicity   5

Each line ends with the Löwdin spin population.
Element x y z (Å)
Fe (1.073, 18.777, 20.879)  3.74
Cl (2.904, 17.619, 20.184)  0.12
C (1.769, 17.050, 15.913)  0.00
O (2.443, 17.870, 16.842)  0.00
H (1.857, 17.500, 14.922)  0.00
H (2.221, 16.060, 15.779)  0.00
H (0.702, 16.967, 16.143)  0.00
H (2.454, 17.448, 17.705)  0.00
C (3.621, 14.373, 18.024)  0.00
O (3.712, 14.199, 19.433)  0.00
H (3.049, 13.553, 17.594)  0.00
H (3.145, 15.324, 17.767)  0.00
H (4.602, 14.374, 17.537)  0.00
H (3.814, 15.073, 19.822)  0.00
C (1.144, 18.636, 24.095)  0.01
O (1.141, 18.871, 22.870)  0.06
N (2.148, 18.096, 24.744)  0.01
C (2.092, 17.937, 26.192)  0.00
C (3.363, 17.673, 24.067)  0.00
H (0.286, 18.913, 24.710)  0.00
H (1.099, 18.175, 26.565)  0.00
H (2.831, 18.587, 26.658)  0.00
H (2.297, 16.900, 26.454)  0.00
H (4.167, 18.384, 24.255)  0.00
H (3.649, 16.684, 24.424)  0.00
H (3.201, 17.555, 22.999)  0.00
C (-1.290, 16.618, 20.609)  0.01
O (-0.291, 17.325, 20.872)  0.06
N (-1.218, 15.483, 19.973)  0.00
C (-2.399, 14.628, 19.813)  0.00
C (0.026, 15.026, 19.366)  0.00
H (-2.300, 16.863, 20.944)  0.00
H (-2.177, 13.642, 20.225)  0.00
H (-2.619, 14.514, 18.755)  0.00
H (-3.225, 15.014, 20.403)  0.00
H (0.864, 15.569, 19.792)  0.00
H (0.163, 13.963, 19.557)  0.00
H (-0.020, 15.158, 18.283)  0.00